49
Properties=species:S:1:pos:R:3:lowdin_charge:R:1 method="wB97M-V/def2-TZVPD" de_lowest_kj_mol=284.1 total_energy_ev=-31829.774 homo_ev=-7.58 homo_lumo_gap_ev=7.62 charge=0
O 2.010 -1.901 1.804 0.1268
O -1.331 1.237 4.837 -0.0515
O 3.288 -2.239 0.033 0.1143
O 0.420 -1.705 -5.113 -0.0541
N -0.380 1.606 -0.694 -0.1373
C 2.118 -0.192 0.129 0.0820
C 0.775 1.881 0.151 -0.1151
C 2.532 -1.496 0.607 -0.4403
C -0.120 -0.874 4.537 -0.0053
C -0.920 -0.390 -2.024 -0.0147
C 0.866 -0.373 -7.116 -0.0654
C -1.938 0.793 6.036 -0.2462
C 0.769 0.162 2.087 -0.0933
C 1.046 0.301 -3.844 -0.0172
C 1.267 0.614 0.807 -0.1077
C 0.285 -0.842 -4.066 -0.2704
C -0.527 0.400 4.131 -0.2584
C -0.075 0.900 2.916 0.0534
C -0.161 0.758 -1.791 -0.2640
C 0.818 1.084 -2.729 -0.0283
C 1.357 -1.432 -6.132 -0.2517
C -0.704 -1.168 -3.141 0.0048
C -3.121 -0.138 5.785 -0.0631
C 1.178 -1.112 2.523 -0.1872
C -1.632 1.469 0.014 -0.0784
C 0.726 -1.614 3.739 0.0213
H 1.572 2.293 -0.469 0.1179
H -1.199 0.320 6.694 0.1157
H 1.823 0.600 -4.530 0.1054
H 1.054 -2.595 4.043 0.1258
H -0.399 1.889 2.642 0.1153
H 0.490 2.636 0.885 0.1195
H -1.782 2.361 0.623 0.0897
H -1.291 -2.057 -3.312 0.1192
H -2.804 -1.047 5.280 0.0671
H 2.525 0.092 -0.828 0.1247
H -3.583 -0.404 6.732 0.0775
H -0.075 -0.690 -7.558 0.0783
H -2.439 1.417 -0.715 0.0939
H -1.684 -0.692 -1.325 0.1051
H 1.600 -0.237 -7.906 0.0757
H -0.446 -1.294 5.474 0.1080
H 1.410 1.977 -2.596 0.1142
H 2.326 -1.149 -5.703 0.1159
H -1.686 0.589 0.670 0.0869
H 0.705 0.579 -6.614 0.0657
H -2.286 1.712 6.515 0.1234
H -3.857 0.362 5.161 0.0796
H 1.480 -2.388 -6.651 0.1225

15
Properties=species:S:1:pos:R:3:lowdin_charge:R:1 method="wB97M-V/def2-TZVPD" de_lowest_kj_mol=0.0 total_energy_ev=-43550.935 homo_ev=-13.84 homo_lumo_gap_ev=9.82 charge=+1
Cl -1.544 -1.640 -0.389 0.6224
Cl -2.302 1.134 -0.347 0.7112
S 1.158 -0.959 1.092 1.0624
N 0.141 1.397 1.497 0.0812
N 0.431 0.522 -0.988 0.1022
N 1.511 -1.404 -0.562 -0.2094
C -1.407 -0.085 0.564 -0.9503
C 1.061 -0.567 -1.438 -0.1951
C 0.034 0.372 0.583 -0.8320
H -0.604 1.880 1.823 0.0565
H -1.920 -0.379 1.432 0.0613
H 1.148 -0.790 -2.437 0.1450
H 1.027 1.950 1.342 0.1551
H -0.306 0.967 -1.454 0.0561
H 1.573 -2.398 -0.717 0.1333

12
Properties=species:S:1:pos:R:3:lowdin_charge:R:1 method="wB97M-V/def2-TZVPD" de_lowest_kj_mol=139.9 total_energy_ev=-26924.993 homo_ev=-8.80 homo_lumo_gap_ev=8.70 charge=0
S 1.095 1.531 0.000 0.9172
S 3.102 -0.723 0.000 0.6120
O -1.268 0.546 0.003 -0.2672
C 0.040 0.058 0.001 -0.5590
C -2.211 -0.507 0.007 -0.1050
C 2.676 0.839 0.005 -1.0658
H 0.288 -0.536 0.917 0.0953
H -2.101 -1.141 -0.905 0.1007
H 0.266 -0.547 -0.887 0.0852
H -2.115 -1.126 0.896 0.0872
H -3.198 -0.033 -0.029 0.0942
H 3.425 1.639 -0.009 0.0051

15
Properties=species:S:1:pos:R:3:lowdin_charge:R:1 method="wB97M-V/def2-TZVPD" de_lowest_kj_mol=641.4 total_energy_ev=-9299.746 homo_ev="-6.20 / -7.61" homo_lumo_gap_ev="6.37 / 8.40" charge=0
O -1.673 1.140 -1.503 0.0274
N 1.185 0.507 -0.799 0.0262
N -1.777 -0.414 1.205 0.1174
C -0.868 -0.164 0.353 -0.2953
C 1.465 -0.942 1.121 0.0051
C 0.833 0.250 0.622 -0.3696
C -0.953 0.089 -1.064 -0.2027
H -1.846 1.720 -0.740 0.1192
H -0.848 -0.666 -1.831 0.1180
H 1.822 -0.205 -1.166 0.0943
H 1.557 -1.051 2.193 0.0416
H 1.264 -1.853 0.562 0.0472
H 0.983 1.117 1.264 0.1181
H -2.526 -1.001 0.832 0.0543
H 1.383 1.473 -1.049 0.0989

17
Properties=species:S:1:pos:R:3:lowdin_charge:R:1 method="wB97M-V/def2-TZVPD" de_lowest_kj_mol=106.7 total_energy_ev=-14511.034 homo_ev=-14.83 homo_lumo_gap_ev=9.89 charge=+1
O -2.380 1.455 -0.214 0.1365
O 0.743 -3.439 -1.252 0.0001
O 1.970 -1.030 0.203 0.2749
O -0.147 -0.107 0.095 0.0143
C 0.139 -2.264 -0.807 -0.1688
C -1.664 1.344 0.897 -0.1239
C -1.046 0.026 1.249 -0.0648
C 0.079 1.100 0.914 0.1060
C 0.023 0.323 2.245 0.0618
C 0.849 -1.153 -0.068 -0.3385
H 0.850 -0.367 2.246 0.1163
H -0.840 -2.591 -0.223 0.1951
H -0.147 0.825 3.218 0.1612
H -2.714 2.310 -0.399 0.1284
H -2.027 1.828 1.804 0.1771
H -0.409 -1.595 -1.521 0.1564
H 1.739 -3.365 -1.471 0.1680

18
Properties=species:S:1:pos:R:3:lowdin_charge:R:1 method="wB97M-V/def2-TZVPD" de_lowest_kj_mol=185.5 total_energy_ev=-82335.659 homo_ev=-9.25 homo_lumo_gap_ev=9.08 charge=0
Br -3.794 0.252 -0.202 0.8434
N 1.891 -0.993 -0.055 0.0582
N -1.049 0.829 0.233 0.1012
N 0.224 0.461 -0.030 -0.0224
N 2.439 0.261 -0.088 0.0646
C 1.432 1.104 -0.119 -0.3473
C 1.556 2.588 0.026 -0.0036
C -0.383 -1.957 0.358 -0.1005
C 0.625 -0.904 -0.014 -0.2977
C -2.011 -0.118 -0.110 -0.7358
C -1.636 -1.547 -0.335 -0.2354
H 0.002 -2.908 0.184 0.1092
H 1.998 2.560 1.002 0.0741
H 2.307 2.992 -0.742 0.1178
H 0.685 3.103 0.204 0.0369
H -0.455 -1.843 1.385 0.1043
H -1.376 -1.713 -1.452 0.1681
H -2.453 -2.167 -0.247 0.0649